[1]
Molecular formula: C5H10NO
Method: DFT, ωB97M-V/def2-TZVPD

Values from the calculation:
**Relative energy (zero: lowest compared OMol25 entry of this formula, charge and spin)**: 343.35 kJ/mol
**Highest occupied orbital energy**: -0.5461 Eh
**Total energy**: -8875.022 eV
**Kohn-Sham gap**: 10.7147 eV
**Charge**: +1

Geometry as XYZ:
```
17
Properties=species:S:1:pos:R:3:nbo_charge:R:1
C -0.039 1.893 -0.117 -0.338
C -2.336 0.272 0.122 0.471
C -0.598 0.696 -0.091 0.025
C 0.684 -0.984 -1.231 -0.411
C 1.186 -0.472 1.100 -0.417
N 0.171 -0.583 0.090 -0.399
O -2.691 -0.829 0.159 -0.458
H 1.074 2.027 -0.196 0.234
H -0.661 2.666 -0.044 0.234
H -2.859 1.127 0.592 0.170
H 1.069 -0.100 -1.602 0.220
H 1.417 -1.893 -1.215 0.251
H -0.134 -1.240 -1.866 0.242
H 0.616 -0.528 2.069 0.248
H 1.939 -1.230 1.031 0.243
H 1.787 0.409 0.813 0.227
H -0.627 -1.229 0.385 0.457
```

[2]
Molecular formula: C3H4O3
Method: DFT, ωB97M-V/def2-TZVPD

Values from the calculation:
**Relative energy (zero: lowest compared OMol25 entry of this formula, charge and spin)**: 265.14 kJ/mol
**Highest occupied orbital energy**: -0.3846 Eh
**Total energy**: -9315.953 eV
**Kohn-Sham gap**: 10.6856 eV
**Charge**: 0

Geometry as XYZ:
```
10
Properties=species:S:1:pos:R:3:nbo_charge:R:1
O -2.360 -1.907 -0.432 -0.513
C -1.511 -1.297 -0.876 0.506
O 0.888 -1.945 0.346 -0.486
C 1.511 -0.922 0.232 0.269
C -0.535 1.731 0.093 0.272
O -1.645 1.401 -0.233 -0.485
H 2.144 -0.534 1.054 0.110
H 1.489 -0.311 -0.693 0.112
H -0.082 1.408 1.053 0.105
H 0.100 2.376 -0.545 0.110
```

[3]
Molecular formula: C22H30N2O3
Method: DFT, ωB97M-V/def2-TZVPD

Values from the calculation:
**Relative energy (zero: lowest compared OMol25 entry of this formula, charge and spin)**: 382.73 kJ/mol
**Highest occupied orbital energy**: -0.2950 Eh
**Total energy**: -32421.904 eV
**Kohn-Sham gap**: 8.8008 eV
**Charge**: 0

Geometry as XYZ:
```
57
Properties=species:S:1:pos:R:3:nbo_charge:R:1
C -2.187 -0.846 1.618 -0.253
H -1.920 0.188 1.860 0.180
O -2.755 -0.944 0.329 -0.545
C -3.899 -0.175 0.171 0.286
C -5.125 -0.823 0.192 -0.204
C -6.302 -0.110 0.054 -0.220
C -6.255 1.267 -0.078 -0.222
C -5.036 1.915 -0.098 -0.174
C -3.834 1.215 0.002 -0.119
C -2.579 1.957 -0.087 -0.214
C -1.451 1.513 -0.634 -0.169
C -0.217 2.358 -0.775 -0.233
N 1.054 1.674 -0.670 -0.457
C 1.376 0.788 -1.771 -0.248
H 1.170 1.299 -2.714 0.204
C 2.872 0.471 -1.689 -0.222
N 3.301 -0.077 -0.413 -0.482
C 2.763 0.651 0.734 -0.033
C 3.564 1.941 0.969 -0.441
H 3.443 2.603 0.112 0.220
C 5.052 1.669 1.201 -0.052
H 5.161 0.926 2.010 0.140
O 5.722 1.231 0.049 -0.740
H 5.157 0.546 -0.347 0.487
H 5.556 2.588 1.515 0.177
H 3.160 2.444 1.848 0.207
C 1.267 0.979 0.582 -0.237
H 0.955 1.626 1.405 0.204
H 0.678 0.046 0.641 0.177
H 2.885 0.007 1.613 0.201
C 3.309 -1.527 -0.289 -0.254
C 2.010 -2.214 0.000 0.244
C 1.536 -2.773 1.149 -0.300
C 0.265 -3.316 0.836 -0.335
C 0.047 -3.048 -0.483 0.301
O 1.106 -2.384 -0.995 -0.421
C -1.119 -3.314 -1.366 -0.671
H -1.500 -4.318 -1.197 0.227
H -1.917 -2.603 -1.151 0.251
H -0.823 -3.209 -2.407 0.228
H -0.390 -3.845 1.499 0.226
H 2.031 -2.801 2.099 0.225
H 3.723 -1.927 -1.220 0.217
H 3.996 -1.780 0.526 0.215
H 3.150 -0.226 -2.482 0.204
H 3.423 1.405 -1.845 0.204
H 0.792 -0.146 -1.746 0.178
H -0.227 3.154 -0.021 0.198
H -0.234 2.841 -1.761 0.206
H -1.396 0.512 -1.035 0.211
H -2.625 2.980 0.270 0.200
H -5.000 2.990 -0.212 0.210
H -7.169 1.836 -0.167 0.214
H -7.251 -0.626 0.066 0.214
H -5.139 -1.896 0.317 0.215
H -2.881 -1.223 2.379 0.172
H -1.291 -1.464 1.605 0.205
```

Question: Which value of Kohn-Sham gap does entry 2 give?
Answer: 10.6856 eV